Below is a single C6H13NOSi molecule at a distorted geometry, with properties calculated with ωB97M-V/def2-TZVPD.

The geometry in XYZ format:
```
22
Properties=species:S:1:pos:R:3:mulliken_charge:R:1
Si 1.10 -0.34 0.03 0.18
O -2.93 -1.01 0.01 -0.28
N -1.66 -1.28 0.05 -0.18
C 1.85 -1.97 0.67 -1.02
C 1.59 -0.08 -1.79 -1.11
C 1.59 1.15 1.11 -1.02
C -3.30 0.49 -0.05 -0.29
C -0.77 -0.44 0.08 0.38
C -2.13 1.36 0.06 -0.74
H 1.18 2.07 0.71 0.32
H -3.81 0.56 -1.01 0.24
H 1.34 -2.32 1.57 0.33
H 0.87 -0.54 -2.46 0.35
H 1.66 0.97 -2.05 0.31
H 2.56 -0.53 -2.01 0.34
H -4.00 0.57 0.77 0.24
H 2.67 1.26 1.16 0.33
H -1.77 1.87 -0.80 0.34
H 1.75 -2.76 -0.08 0.30
H 2.90 -1.86 0.90 0.33
H 1.23 1.04 2.13 0.32
H -1.90 1.80 1.02 0.32
```

Results
HOMO energy = -8.7 eV
LUMO = 0.032 Eh
relative energy (zero: lowest compared OMol25 entry of this formula, charge and spin) = 480.1 kJ/mol